DFT (wB97M-V/def2-TZVPD) results for a molecular structure, C29H26Cl2N2O9OsS3Se.

CARTESIAN COORDINATES (ANGSTROEM)
1 Os 0.792 -0.221 0.798
2 O 4.471 0.713 -0.076
3 S 3.117 1.104 0.148
4 O 2.133 0.548 -0.812
5 O 2.553 0.658 1.489
6 C 3.097 2.881 0.203
7 C 4.287 3.420 0.682
8 C 4.419 4.790 0.841
9 C 3.364 5.622 0.512
10 C 2.180 5.084 0.034
11 C 2.025 3.715 -0.123
12 S 0.422 3.159 -0.718
13 O -0.451 4.300 -0.597
14 O 0.620 2.672 -2.067
15 O 0.057 2.084 0.228
16 H 5.109 2.762 0.919
17 H 5.347 5.198 1.218
18 H 3.457 6.694 0.631
19 H 1.339 5.716 -0.216
20 O -0.983 -0.506 -0.164
21 S -0.953 0.116 -1.604
22 C -1.849 -1.150 -2.506
23 C -3.300 -0.988 -2.070
24 C -3.573 0.514 -2.163
25 C -2.364 1.246 -1.566
26 H -1.369 -2.095 -2.259
27 H -1.708 -0.932 -3.567
28 H -3.407 -1.337 -1.041
29 H -3.975 -1.571 -2.697
30 H -4.485 0.798 -1.641
31 H -3.692 0.798 -3.210
32 H -2.461 1.485 -0.507
33 H -2.067 2.152 -2.091
34 Se -0.158 -0.707 2.890
35 C -1.469 -2.063 2.564
36 C -2.510 -2.211 3.473
37 C -3.447 -3.208 3.251
38 N -3.416 -4.038 2.213
39 C -2.409 -3.886 1.355
40 C -1.415 -2.928 1.478
41 H -2.597 -1.562 4.334
42 H -4.270 -3.341 3.945
43 H -2.393 -4.572 0.515
44 H -0.630 -2.857 0.738
45 Cl 1.904 -0.329 -4.071
46 C 1.992 -1.601 -5.223
47 C 1.592 -1.364 -6.531
48 C 1.536 -2.404 -7.442
49 C 1.868 -3.694 -7.057
50 C 2.291 -3.920 -5.762
51 Cl 2.713 -5.530 -5.276
52 C 2.389 -2.884 -4.825
53 N 2.798 -3.176 -3.518
54 C 3.833 -2.588 -2.833
55 C 4.743 -1.745 -3.501
56 C 5.792 -1.187 -2.814
57 C 5.964 -1.454 -1.454
58 C 5.082 -2.288 -0.794
59 C 4.012 -2.874 -1.454
60 C 2.994 -3.657 -0.680
61 C 2.040 -2.612 -0.083
62 O 2.350 -2.107 1.020
63 O 1.058 -2.250 -0.774
64 H 1.300 -0.361 -6.809
65 H 1.216 -2.212 -8.457
66 H 1.813 -4.520 -7.751
67 H 2.376 -3.992 -3.104
68 H 4.608 -1.558 -4.558
69 H 6.489 -0.540 -3.329
70 H 6.777 -0.991 -0.912
71 H 5.188 -2.461 0.269
72 H 3.458 -4.226 0.124
73 H 2.413 -4.338 -1.301

For the energy above the lowest of the compared OMol25 structures with the same formula, charge and spin, the calculation gives 0.0 kJ/mol. The calculation puts the HOMO energy (alpha / beta) at -7.42 / -7.43 eV. The spin multiplicity is 5. The calculation puts the energy at -6514.37185 hartree. The gap between HOMO and LUMO (alpha / beta) is 6.239 / 4.717 eV. For the LUMO energy (alpha / beta), the calculation gives -1.2 / -2.7 eV. As for the net charge: 0.